17
Properties=species:S:1:pos:R:3:forces:R:3:nbo_charge:R:1 method="wB97M-V/def2-TZVPD" charge=+1 homo_ev="-12.18 / -12.19" total_energy_ha=-529.3249 homo_lumo_gap_ev="6.7 / 6.7" de_lowest_kcal_mol=231.9
C -0.7464 1.3165 -1.3735 0.323 -0.751 -0.688 -0.242
C -0.4400 0.2226 -2.1187 -2.998 1.821 -3.611 0.001
C -0.4596 1.8614 -0.1909 1.977 0.138 1.496 0.038
C 1.0044 -1.5340 -1.2051 -1.997 3.187 -2.915 0.516
C 1.7084 -1.9472 -0.1995 1.233 -0.459 1.813 -0.117
N -1.1005 2.1895 0.7964 -1.196 -0.623 1.288 0.258
N 1.4449 -3.0235 0.5859 -0.086 1.408 -0.632 -0.756
O -0.6772 2.9870 1.7792 2.707 1.907 0.119 -0.498
O -2.3341 1.7458 1.1468 -2.464 -0.659 1.130 -0.547
O 0.3526 -0.8921 -2.1298 2.629 -2.473 3.282 -0.314
H -1.1569 2.2640 -1.7893 -0.507 -1.235 -1.327 0.295
H -0.9634 0.2471 -3.1452 1.323 -0.229 1.727 0.224
H 2.6237 -1.4697 0.2255 -0.485 0.329 -1.503 0.294
H 0.1775 3.3419 1.3554 -1.413 -0.315 1.275 0.504
H 2.1810 -3.5037 1.0138 0.838 -0.656 0.676 0.417
H 0.5454 -3.3728 0.5572 -1.664 -1.367 0.135 0.398
H -2.6772 1.9764 2.0972 1.781 -0.022 -2.264 0.529


16
Properties=species:S:1:pos:R:3:forces:R:3:nbo_charge:R:1 method="wB97M-V/def2-TZVPD" charge=-1 homo_ev=-3.05 total_energy_ha=-777.5852 homo_lumo_gap_ev=6.8 de_lowest_kcal_mol=25.6
C -1.2051 -0.6345 -0.3710 3.922 0.811 -0.324 -0.637
C -0.3466 0.4820 0.6446 -0.755 -2.589 -0.902 -0.064
N -0.6707 1.8019 0.2065 -2.342 1.426 -3.293 -0.348
O 0.5705 2.5781 -0.1462 -0.855 -2.276 0.682 -0.400
C 1.5730 1.5928 -0.0025 -0.718 0.453 0.002 0.030
C 1.1157 0.4006 0.4888 1.347 1.745 -1.681 0.017
N 1.7549 -0.7357 0.8310 0.802 -0.922 0.800 -0.577
C 3.0203 -0.8792 0.5408 -0.588 0.272 -0.861 -0.059
S 3.9824 0.0862 -0.4775 0.857 -0.367 0.191 -0.476
H -0.9005 -1.6864 -0.2165 -0.269 0.572 0.492 0.224
H -2.2366 -0.5073 -0.3858 -1.989 0.233 0.686 0.187
H -0.9187 -0.4751 -1.4750 0.115 0.285 1.598 0.195
H -0.4805 0.2653 1.7366 -0.915 0.203 -0.799 0.185
H -1.1488 1.6130 -0.7970 1.604 1.073 2.837 0.332
H 2.5437 2.0001 -0.2692 -0.413 -0.477 0.304 0.240
H 3.4586 -1.7962 0.8913 0.198 -0.444 0.269 0.150


15
Properties=species:S:1:pos:R:3:forces:R:3:nbo_charge:R:1 method="wB97M-V/def2-TZVPD" charge=+1 homo_ev="-12.03 / -13.17" total_energy_ha=-701.9013 homo_lumo_gap_ev="7.0 / 8.4" de_lowest_kcal_mol=170.0
C -0.1965 0.9108 0.0199 -0.161 1.867 -0.401 0.268
C -2.6335 0.0801 0.1731 -0.804 1.573 -0.147 -0.221
C 1.0192 1.4404 -0.6344 0.533 -0.502 -1.778 -0.285
C -1.0069 -1.4629 -0.3662 3.612 -1.719 -4.663 -0.206
C -1.7682 -0.9610 0.6862 -0.696 0.357 2.977 -0.177
N 0.6445 1.9159 0.6333 -1.265 -2.303 1.607 -0.594
N -0.3022 -0.4790 0.5034 0.105 0.881 1.684 -0.426
S -4.0397 0.5829 -0.2422 0.942 -0.601 0.517 0.464
H 1.9141 0.8177 -0.5467 0.015 0.272 -0.794 0.200
H 0.8909 2.1274 -1.4942 0.257 -0.791 0.350 0.227
H -0.4794 -2.5041 -0.5319 -1.511 2.189 0.709 0.299
H -1.2722 -0.8758 -1.3141 0.832 -1.406 0.946 0.270
H -1.9672 -1.5877 1.5728 0.017 0.645 -0.338 0.291
H 0.4409 -0.5968 1.2430 -1.045 -1.066 -0.809 0.476
H 0.4323 2.8757 0.7800 -0.832 0.605 0.141 0.415


15
Properties=species:S:1:pos:R:3:forces:R:3:nbo_charge:R:1 method="wB97M-V/def2-TZVPD" charge=+1 homo_ev=-12.60 smiles="C1=C[C@@H]2NC=[NH+][C@@H]2S1" total_energy_ha=-702.1723 homo_lumo_gap_ev=9.0 de_lowest_kcal_mol=0.0
C 0.8462 -1.7984 0.8502 -0.344 0.223 -0.181 -0.294
C -0.3538 -1.6337 0.3058 0.119 0.044 -0.029 -0.282
C -0.8537 -0.2305 0.1986 1.642 1.037 1.637 -0.066
N -0.8754 0.3153 -1.1522 -0.118 0.045 -0.201 -0.510
C -0.0172 1.2838 -1.3236 0.009 0.139 -0.150 0.393
N 0.6640 1.5884 -0.2454 0.085 0.297 -0.179 -0.528
C 0.3436 0.7488 0.8800 -1.316 -2.044 -0.303 -0.189
S 1.7034 -0.3809 1.3844 -0.146 0.500 0.086 0.313
H 1.3383 -2.7366 1.0329 0.018 -0.256 -0.054 0.263
H -0.9798 -2.4374 -0.0342 -0.071 -0.310 -0.011 0.246
H -1.8210 -0.0888 0.6834 0.053 0.081 -0.083 0.245
H -1.4978 -0.0403 -1.8615 0.111 0.146 -0.144 0.451
H 0.1054 1.8024 -2.2636 0.044 -0.003 -0.027 0.255
H 1.3897 2.2874 -0.1963 -0.059 0.044 -0.242 0.452
H 0.0082 1.3205 1.7414 -0.027 0.059 -0.119 0.253